Here is a structure of composition C24H27BFeO7 from the Open Molecules 2025 dataset. Energies are from ωB97M-V/def2-TZVPD.

The geometry in XYZ format:
```
60
Properties=species:S:1:pos:R:3
C -6.788 0.596 10.469
O -6.239 -0.682 10.098
C -4.898 -0.838 10.171
C -4.373 -2.109 9.816
C -3.023 -2.298 9.795
C -2.130 -1.258 10.208
C -0.749 -1.480 10.256
C 0.158 -0.659 11.050
C 0.904 -1.028 12.265
C 1.743 0.087 12.655
C 1.530 1.160 11.703
C 0.580 0.716 10.726
Fe 2.127 -0.519 10.818
C 2.066 -1.488 9.129
C 2.532 -2.353 10.187
C 3.708 -1.732 10.768
C 3.972 -0.499 10.043
C 2.959 -0.357 9.021
C -2.681 -0.005 10.619
C -4.038 0.204 10.608
H -7.844 0.491 10.229
H -6.645 0.786 11.544
H -6.339 1.422 9.897
H -5.076 -2.894 9.535
H -2.601 -3.248 9.463
H -0.393 -2.419 9.827
H 0.742 -1.961 12.798
H 2.351 0.150 13.551
H 1.943 2.166 11.778
H 0.108 1.289 9.937
H 1.212 -1.669 8.497
H 2.107 -3.322 10.450
H 4.321 -2.153 11.565
H 4.816 0.164 10.203
H 2.890 0.418 8.268
H -2.014 0.794 10.945
H -4.442 1.164 10.932
C 3.115 -3.223 5.427
C 1.988 -2.892 6.364
O 1.504 -1.660 6.156
B 0.100 -1.317 6.452
H -0.233 -1.292 7.723
O -0.146 -0.015 5.830
C 0.682 1.017 5.948
C 0.601 1.979 4.788
O 1.463 1.217 6.873
O -0.703 -2.314 5.732
C -2.010 -2.112 5.547
C -2.465 -2.724 4.243
O -2.751 -1.506 6.305
O 1.582 -3.687 7.203
H 3.500 -2.296 4.998
H 3.890 -3.764 5.968
H 2.726 -3.884 4.641
H -0.133 1.620 4.062
H 0.299 2.948 5.187
H 1.590 2.093 4.327
H -1.657 -3.349 3.852
H -3.367 -3.304 4.421
H -2.712 -1.925 3.532
```

Properties
- LUMO level (alpha / beta) (eV) = -1.0 / -1.9
- ΔE to the lowest compared entry with this formula, charge and spin (eV) = 0.0000
- ⟨S²⟩ = 6.11
- maximum force (hartree/bohr) = 0.0509
- E (eV) = -74719.6602
- orbital gap (alpha / beta) (eV) = 5.80 / 6.51
- spin multiplicity = 5
- HOMO energy (alpha / beta) (eV) = -6.779 / -8.382